{
  "formula": "C2H6BIKO2PS",
  "method": "the ωB97M-V functional and the def2-TZVPD basis",
  "species": ["S", "P", "C", "C", "O", "B", "I", "O", "H", "H", "H", "H", "H", "H", "K"],
  "xyz": [[3.67066, -1.28702, -0.86527], [2.07950, -0.16478, -0.91744], [0.61642, -0.69709, 0.04662], [-0.63701, -1.02569, -0.78833], [-1.49265, 0.07019, -0.64933], [-0.93087, 1.00973, 0.26064], [-2.38281, 1.31378, 2.11424], [0.23331, 0.41828, 0.84179], [2.24196, 1.14042, -0.46592], [1.57277, -0.01573, -2.21095], [0.86749, -1.51079, 0.72444], [-0.41179, -1.23720, -1.83678], [-1.09248, -1.93881, -0.39156], [-0.82181, 2.12168, -0.20784], [-3.51271, 1.80300, 4.34570]],
  "atomic_forces_ev_per_a": [[-0.098, 0.034, 0.032], [0.677, -0.722, -0.084], [-0.639, 0.458, 0.643], [0.052, -0.773, 0.246], [-0.147, 0.274, -0.174], [0.917, -0.168, -1.503], [1.409, -0.738, -3.289], [0.104, 0.059, 0.018], [-0.031, 0.295, 0.005], [-0.172, 0.256, -0.174], [0.374, -0.150, -0.211], [0.000, 0.214, -0.087], [-0.137, 0.035, 0.058], [-0.289, 0.061, 0.544], [-2.022, 0.867, 3.977]],
  "mulliken_charge": [-0.434, 0.109, 0.112, -0.503, -0.463, 0.244, -0.532, -0.490, 0.072, 0.059, 0.359, 0.305, 0.254, -0.159, 1.066],
  "e_lumo_ev": -1.19
}

{
  "formula": "C2H6BNO",
  "method": "the ωB97M-V functional and the def2-TZVPD basis",
  "species": ["B", "C", "C", "N", "O", "H", "H", "H", "H", "H", "H"],
  "xyz": [[-1.20926, 0.62517, -0.33643], [0.83056, -0.38346, 0.00067], [0.00560, -0.21206, 1.34741], [-0.01364, 0.26842, -0.96116], [-1.26993, 0.37196, 0.94991], [-3.08233, 1.86033, -1.99158], [1.80399, -0.13050, -0.01327], [0.91093, -1.47151, -0.35318], [-0.13994, -1.11431, 1.85782], [0.41793, 0.43699, 2.14446], [0.43176, 0.63979, -1.70119]],
  "atomic_forces_ev_per_a": [[-0.547, 1.138, -2.230], [-3.320, -3.403, 0.458], [0.977, 1.320, -0.439], [-1.392, -0.467, 2.293], [0.006, -0.844, 1.585], [0.623, -0.414, 0.588], [3.237, 1.812, 0.359], [-0.376, 0.901, 1.084], [-0.584, -1.569, 0.323], [0.212, 0.107, -0.862], [1.163, 1.420, -3.159]],
  "mulliken_charge": [-0.154, -0.433, -0.307, -0.069, -0.305, -0.028, 0.383, 0.209, 0.269, 0.251, 0.185],
  "de_lowest_ev": 4.472,
  "e_lumo_ev": [0.04, 0.19]
}

{
  "formula": "C2H6Br2N6",
  "method": "the ωB97M-V functional and the def2-TZVPD basis",
  "species": ["C", "C", "N", "N", "N", "N", "N", "N", "Br", "Br", "H", "H", "H", "H", "H", "H"],
  "xyz": [[0.24051, -0.70344, -0.78170], [-0.51541, 2.00908, 1.53699], [-0.03176, -0.04921, 0.37012], [-0.20537, 1.17192, 0.49253], [1.17435, -0.36421, -1.66230], [-1.41946, 3.02434, 1.42307], [-0.46263, -1.77907, -0.95304], [0.11152, 1.88780, 2.71895], [-2.39065, 3.31214, -0.10436], [0.16918, 3.30204, 3.85121], [1.45024, 0.58883, -1.64341], [1.57378, -0.97689, -2.29122], [-1.43484, 3.67912, 2.19552], [-1.16988, -2.05671, -0.31762], [-0.57314, -2.10045, -1.86066], [0.59833, 0.93545, 3.06550]],
  "atomic_forces_ev_per_a": [[1.380, -0.180, -2.927], [-1.156, 0.575, 3.060], [-1.300, 2.330, 4.596], [0.243, -0.615, -3.680], [-1.798, 1.567, 2.844], [1.917, -2.385, -1.218], [-0.180, 0.346, 0.991], [1.404, -3.011, -0.261], [-0.030, 0.146, 0.006], [0.226, 0.290, 0.859], [0.745, 0.769, -0.173], [0.859, -1.557, -1.666], [-0.380, 0.211, -0.031], [-0.526, -0.318, 0.977], [-0.051, -1.087, -2.049], [-1.353, 2.921, -1.327]],
  "mulliken_charge": [0.696, 0.822, -0.202, -0.021, -0.276, -0.266, -0.285, -0.310, 0.163, 0.132, 0.252, 0.223, 0.188, 0.277, 0.230, 0.378],
  "total_charge": 2,
  "de_lowest_ev": 0.000,
  "e_lumo_ev": -10.42
}

{
  "formula": "C2H6Br2O",
  "method": "the ωB97M-V functional and the def2-TZVPD basis",
  "species": ["Br", "C", "C", "Br", "H", "H", "H", "H", "O", "H", "H"],
  "xyz": [[0.88127, 25.86047, -11.12121], [1.86215, 27.59212, -11.31917], [3.14767, 27.35285, -10.37979], [2.65211, 27.17545, -8.51504], [1.16654, 28.39686, -11.08120], [2.33813, 27.56093, -12.29926], [4.05280, 27.92252, -10.59031], [3.51837, 26.40296, -10.76500], [-0.23153, 24.24743, -16.27963], [0.42045, 24.28065, -15.57959], [-1.06497, 24.12298, -15.82565]],
  "atomic_forces_ev_per_a": [[-0.098, 0.793, -0.483], [2.067, -1.552, 1.414], [-1.169, -0.532, -1.389], [0.513, 0.286, -0.322], [0.404, -0.100, -0.147], [-0.806, 0.409, -0.239], [-0.584, 1.159, 0.539], [-0.329, -0.468, 0.611], [0.042, 0.020, -0.239], [0.191, 0.014, 0.168], [-0.232, -0.029, 0.085]],
  "mulliken_charge": [-0.133, -0.496, -0.711, -0.121, 0.362, 0.309, 0.418, 0.372, -0.634, 0.316, 0.318],
  "de_lowest_ev": 0.499,
  "smiles": "BrCCBr.O",
  "e_lumo_ev": 0.51
}

For reference, DFT total energy by record: -51493.687 -6381.646 -151175.843 -144303.154 eV.